Record 1
Formula: C3H7NORb
Source: the OMol25 dataset
Level of theory: the ωB97M-V functional and the def2-TZVPD basis

Geometry as XYZ:
```
13
Properties=species:S:1:pos:R:3:forces:R:3:nbo_charge:R:1
Rb 8.110 -28.626 -5.677 -0.023 0.018 0.029 1.00
C 2.421 -22.817 -4.626 -0.395 -1.467 0.103 0.53
O 2.877 -23.799 -4.051 0.243 0.813 0.042 -0.64
N 2.243 -22.771 -5.956 1.306 -1.522 -1.922 -0.43
C 1.474 -21.781 -6.628 -1.049 0.924 0.785 -0.41
C 2.852 -23.793 -6.897 -0.191 0.571 1.484 -0.42
H 1.998 -21.946 -4.103 0.183 0.075 0.030 0.12
H 1.399 -20.903 -5.986 0.353 0.345 -0.193 0.21
H 0.429 -22.088 -6.681 -0.109 -0.264 -0.600 0.20
H 1.862 -21.520 -7.613 0.046 -0.017 0.173 0.21
H 3.283 -24.612 -6.321 -0.093 0.210 0.146 0.23
H 2.125 -24.225 -7.584 -0.191 0.318 0.083 0.21
H 3.652 -23.297 -7.447 -0.079 -0.005 -0.160 0.20
```
Positions in Å, forces in eV/Å.

E_LUMO   -4.46 eV
Multiplicity   1
Orbital gap   6.63 eV
Charge   +1
E   -7411.526 eV

---

Record 2
Formula: C4H5NO2
Source: the OMol25 dataset
Level of theory: the ωB97M-V functional and the def2-TZVPD basis

Geometry as XYZ:
```
12
Properties=species:S:1:pos:R:3:forces:R:3:nbo_charge:R:1
C 2.211 -0.292 -1.638 -2.474 4.182 -0.187 0.33
C 1.311 -0.312 1.647 3.351 0.815 -0.224 0.61
C -1.205 -0.596 0.970 -0.859 -0.983 1.633 -0.24
C -0.407 -0.044 -0.167 -0.107 1.685 -2.325 -0.22
N 0.203 -0.416 1.065 -1.466 0.580 -1.521 -0.48
O 2.309 0.891 -1.778 0.078 -2.015 0.164 -0.45
O 1.914 -0.567 2.636 -0.452 -0.403 1.053 -0.54
H 2.926 -1.020 -1.639 2.654 -2.160 -0.031 0.13
H -1.761 0.042 1.669 -0.081 -0.100 -0.704 0.22
H -1.448 -1.665 1.045 -0.435 0.533 -0.527 0.21
H -0.137 -0.692 -1.044 -0.536 0.470 1.083 0.22
H -0.516 1.091 -0.562 0.327 -2.604 1.586 0.22
```
Positions in Å, forces in eV/Å.

E_LUMO (spin up / spin down)   0.00 / 0.38 eV
Multiplicity   1
Orbital gap (spin up / spin down)   6.98 / 8.87 eV
Charge   0
E   -9807.889 eV

---

Record 3
Formula: C39H78O39
Source: the OMol25 dataset
Level of theory: the ωB97M-V functional and the def2-TZVPD basis

Geometry as XYZ:
```
156
Properties=species:S:1:pos:R:3:forces:R:3:mulliken_charge:R:1
C -1.992 2.979 5.165 -0.820 -0.508 -0.830 -0.71
O -1.781 1.568 5.239 0.894 -0.069 0.005 -0.25
C -2.801 0.772 5.053 -1.917 -0.135 1.226 1.03
O -3.976 1.094 4.914 1.383 0.086 -0.553 -0.65
O -2.411 -0.499 5.223 0.054 -0.234 -1.038 -0.40
C -3.403 -1.436 4.699 0.326 0.702 0.479 0.11
H -2.569 3.193 4.267 0.305 0.204 -0.243 0.30
H -1.026 3.435 5.173 0.460 0.161 -0.122 0.07
H -2.601 3.309 5.970 -0.383 0.217 0.973 0.47
H -2.907 -2.415 4.643 -0.502 0.379 0.367 0.23
H -3.691 -1.111 3.703 0.114 -0.024 -0.040 -0.54
H -4.284 -1.320 5.342 0.181 -0.723 -0.186 0.44
C 5.018 -0.487 -2.974 -0.345 -1.113 -2.030 -0.08
O 4.851 0.083 -4.336 -0.246 0.178 0.405 -0.33
C 3.827 -0.421 -5.075 1.683 1.069 0.566 0.69
O 3.173 -1.344 -4.723 -1.234 -0.745 -0.213 -0.53
O 3.671 0.249 -6.235 -0.890 -1.385 1.373 -0.29
C 4.653 1.154 -6.623 1.677 0.698 -0.437 -0.67
H 6.094 -0.450 -2.791 -0.346 0.622 0.379 0.28
H 4.780 -1.547 -3.098 -0.083 0.092 0.395 0.43
H 4.303 -0.040 -2.278 0.567 0.272 -0.079 -0.34
H 4.791 2.029 -5.962 -0.087 -0.700 0.083 0.26
H 4.250 1.541 -7.540 0.253 0.167 -0.680 0.30
H 5.633 0.616 -6.786 -0.963 0.774 0.116 0.28
C -0.707 -2.838 3.101 -0.131 0.767 0.505 -0.62
O -1.695 -3.786 2.734 -0.096 0.395 1.614 -0.45
C -1.850 -3.970 1.463 -0.255 -1.093 -1.428 0.73
O -1.186 -3.521 0.567 0.327 0.527 -0.076 -0.45
O -2.854 -4.828 1.306 0.063 -0.299 -1.391 -0.39
C -3.064 -5.169 -0.125 1.662 -1.511 1.941 -0.05
H 0.276 -3.237 2.927 0.496 -0.043 -0.349 0.59
H -0.828 -2.730 4.178 0.060 0.192 -0.058 0.33
H -0.876 -1.876 2.582 0.259 -0.522 0.204 -0.06
H -3.996 -5.650 -0.039 -1.038 -0.772 -0.563 0.29
H -2.235 -5.810 -0.546 -0.925 0.470 0.804 0.25
H -3.078 -4.298 -0.672 -0.336 1.881 -1.240 -0.24
C -5.601 -2.365 2.281 1.258 1.851 -2.074 -0.48
O -5.738 -2.241 0.823 -0.084 -0.465 0.416 0.09
C -7.015 -2.185 0.362 2.436 -0.037 0.628 0.46
O -7.941 -2.049 1.088 -1.659 -0.052 0.122 -0.56
O -6.948 -2.298 -0.956 0.592 -0.139 0.540 -0.06
C -8.183 -2.456 -1.616 -1.468 -0.343 2.347 -0.89
H -5.919 -1.439 2.711 -0.414 0.552 0.455 0.37
H -4.524 -2.441 2.434 -0.245 -0.460 -0.067 -0.30
H -6.154 -3.157 2.659 -0.890 -1.566 0.582 0.49
H -8.872 -1.697 -1.207 0.005 -0.394 -0.361 0.37
H -8.599 -3.483 -1.391 0.424 1.086 -0.670 0.29
H -7.940 -2.235 -2.599 -0.061 -0.099 -2.016 0.25
C -3.255 -1.092 -1.144 0.394 -2.930 1.464 1.49
O -2.995 -2.333 -1.896 0.080 0.342 -0.012 -0.48
C -1.881 -2.241 -2.603 -1.014 -0.448 0.226 0.36
O -1.211 -1.262 -2.690 1.219 1.728 -0.089 0.37
O -1.622 -3.359 -3.244 -1.247 -0.647 0.091 -0.42
C -0.733 -3.228 -4.314 1.860 -1.962 -1.032 -0.71
H -2.403 -1.003 -0.452 -0.415 0.595 -0.382 -0.22
H -4.136 -1.374 -0.573 -0.062 0.286 0.027 -0.37
H -3.458 -0.316 -1.806 0.057 1.307 -0.855 -0.58
H -0.697 -4.245 -4.778 -0.366 0.818 0.153 0.36
H 0.292 -3.135 -3.930 -0.211 0.638 -0.176 0.27
H -0.979 -2.491 -5.090 -0.180 -0.142 0.695 0.20
C -0.336 -0.141 -5.854 0.308 2.274 1.133 -0.64
O -1.725 -0.367 -5.602 0.021 0.827 0.236 -0.43
C -2.354 0.393 -4.698 0.113 0.135 0.626 0.62
O -3.522 0.274 -4.482 -1.025 -0.602 -0.196 -0.56
O -1.600 1.275 -4.053 0.207 0.308 0.202 -0.24
C -2.197 1.890 -2.846 -0.293 1.154 -1.683 0.70
H 0.292 -0.606 -5.074 -0.212 0.209 -0.530 0.17
H -0.067 0.959 -6.008 -0.594 -1.218 0.834 0.28
H -0.215 -0.490 -6.820 0.641 -1.475 -1.678 0.40
H -1.674 2.878 -2.824 -0.243 -1.078 0.578 -0.33
H -2.024 1.204 -2.038 0.258 0.206 0.409 -0.47
H -3.291 2.109 -2.959 1.088 -0.459 -0.139 0.33
C 1.883 1.797 -3.916 0.733 1.701 0.569 1.34
O 2.084 3.145 -3.322 -0.760 -0.679 -0.528 -0.51
C 2.815 3.310 -2.208 0.155 -0.931 -2.081 0.96
O 3.496 2.431 -1.731 -0.173 0.536 0.890 -0.57
O 2.744 4.601 -1.927 0.461 -0.058 0.449 -0.41
C 3.305 4.992 -0.669 0.583 -1.509 0.001 -0.46
H 0.883 1.482 -3.718 -0.672 -0.121 0.289 -0.58
H 2.595 1.131 -3.470 0.302 -0.377 0.090 -0.76
H 2.026 1.910 -4.991 0.130 0.037 0.202 0.25
H 3.070 5.998 -0.540 -0.251 1.768 -0.011 0.29
H 4.391 4.811 -0.559 -0.559 -0.015 -0.428 0.32
H 2.765 4.455 0.080 -0.107 -0.412 0.765 0.08
C 4.212 2.840 3.940 0.598 -0.054 -1.007 -0.64
O 2.892 3.179 3.450 0.634 -1.071 0.629 -0.15
C 2.013 2.202 3.647 -4.110 -0.940 -0.472 0.38
O 0.787 2.396 3.589 2.594 -0.083 0.210 -0.18
O 2.498 0.961 3.837 0.747 0.334 0.387 -0.39
C 1.611 -0.122 4.293 -0.247 2.240 0.313 -0.70
H 4.618 1.966 3.430 -0.234 -0.013 -0.046 0.10
H 4.186 2.625 4.989 -0.058 0.092 0.613 0.33
H 4.880 3.660 3.704 -0.257 0.327 0.146 0.28
H 0.957 0.253 5.089 0.057 -0.048 -0.331 0.47
H 2.230 -0.888 4.663 1.003 -0.779 0.381 0.37
H 1.051 -0.478 3.472 -0.766 -0.250 -0.925 -0.01
C 0.515 5.394 3.005 0.154 2.630 0.407 -0.20
O 0.778 5.419 1.595 0.346 0.207 -0.737 -0.28
C -0.336 5.336 0.841 0.574 0.748 1.146 1.13
O -1.403 5.122 1.310 -1.881 -0.704 0.667 -0.66
O -0.100 5.644 -0.405 0.307 0.302 -1.921 -0.34
C -1.238 5.632 -1.332 -0.574 0.940 0.836 -0.64
H -0.026 4.509 3.221 -0.185 -0.604 0.629 -0.18
H -0.067 6.338 3.307 0.447 -1.398 -0.586 0.31
H 1.489 5.525 3.527 -0.607 -0.699 -0.568 0.18
H -2.112 5.222 -0.811 0.143 0.559 0.046 0.37
H -1.041 4.915 -2.093 0.672 -0.235 -0.795 0.10
H -1.450 6.675 -1.767 0.592 -1.601 0.887 0.27
C 3.347 -1.687 1.574 1.354 0.472 0.007 -1.62
O 4.428 -1.820 2.509 0.206 0.405 0.241 -0.25
C 4.290 -2.800 3.380 -0.657 -1.270 1.363 0.70
O 3.266 -3.435 3.661 1.987 1.263 -0.723 -0.61
O 5.499 -2.964 3.960 -0.477 0.375 -0.698 -0.35
C 5.628 -4.007 4.910 -1.282 0.633 0.516 -0.74
H 2.610 -2.278 1.984 -2.537 -0.400 0.713 0.62
H 3.680 -2.253 0.746 0.347 -0.012 -1.457 1.08
H 3.151 -0.629 1.361 -0.070 -0.492 0.255 0.21
H 4.635 -4.216 5.309 0.215 -0.349 0.055 0.35
H 6.264 -3.651 5.686 0.463 0.381 0.589 0.25
H 6.083 -4.853 4.474 0.296 -1.051 -0.654 0.27
C -5.885 0.476 -2.641 -1.278 -1.945 -0.644 -0.63
O -6.486 0.978 -1.465 -0.669 0.033 1.406 -0.44
C -5.675 1.370 -0.477 -0.759 -0.703 -0.690 0.57
O -4.511 1.559 -0.571 2.492 0.359 -0.735 -0.22
O -6.325 1.499 0.643 -0.653 0.173 1.922 -0.38
C -5.528 1.996 1.767 -0.615 1.027 0.137 -0.65
H -5.083 1.113 -2.933 0.250 0.274 -0.751 0.46
H -6.765 0.341 -3.332 1.203 0.772 0.237 0.31
H -5.531 -0.583 -2.525 -0.018 1.033 0.301 0.07
H -4.984 2.884 1.475 0.707 -0.206 -0.588 0.30
H -4.860 1.279 2.288 -0.744 0.150 -0.655 0.19
H -6.236 2.484 2.444 -0.240 -0.976 0.163 0.36
C 6.284 -0.091 0.419 -0.953 -0.828 -1.261 0.12
O 7.328 -1.018 0.038 -1.101 -0.571 -0.336 -0.42
C 6.883 -2.150 -0.516 3.596 0.742 -0.364 0.86
O 5.804 -2.574 -0.660 -3.589 -0.297 0.325 -0.40
O 7.957 -2.788 -0.989 0.674 -0.241 -0.397 -0.38
C 7.677 -4.130 -1.397 1.572 -1.030 -0.239 -0.65
H 5.778 0.332 -0.529 0.618 -0.668 1.694 0.13
H 6.914 0.624 0.863 0.007 1.430 0.838 0.28
H 5.574 -0.583 1.139 0.807 0.756 -0.883 -0.19
H 6.953 -4.228 -2.217 0.225 0.358 0.273 0.26
H 7.297 -4.625 -0.507 -0.090 -0.461 -0.186 0.31
H 8.680 -4.614 -1.711 -1.647 0.994 0.562 0.21
C 1.582 -0.830 -1.052 0.440 0.880 -0.501 -0.90
O 0.583 -0.879 -0.056 0.365 0.308 0.775 0.20
C -0.107 0.226 0.109 -1.403 -0.049 1.497 -0.53
O -0.059 1.244 -0.519 0.141 0.221 -0.109 -0.58
O -0.925 -0.036 1.176 -0.806 1.583 0.056 1.41
C -1.844 1.059 1.680 1.451 -1.149 0.144 0.61
H 2.344 -1.489 -0.708 0.187 -1.273 -0.386 -0.11
H 2.168 0.118 -1.103 -1.128 -0.059 -0.077 0.36
H 1.032 -1.075 -1.957 0.856 -0.075 -0.488 0.33
H -1.323 1.566 2.514 -0.158 -0.091 -0.692 -0.52
H -2.709 0.536 2.077 -0.017 -0.229 -0.062 -0.56
H -2.171 1.718 0.891 0.201 0.185 -0.287 0.26
```
Positions in Å, forces in eV/Å.

E_LUMO   0.40 eV
Multiplicity   1
Orbital gap   10.76 eV
Charge   0
E   -121557.591 eV

---

> The highest charge belongs to which entry?

C3H7NORb

---

Please write out number 2 again, unchanged.
Formula: C4H5NO2
Source: the OMol25 dataset
Level of theory: the ωB97M-V functional and the def2-TZVPD basis

Geometry as XYZ:
```
12
Properties=species:S:1:pos:R:3:forces:R:3:nbo_charge:R:1
C 2.211 -0.292 -1.638 -2.474 4.182 -0.187 0.33
C 1.311 -0.312 1.647 3.351 0.815 -0.224 0.61
C -1.205 -0.596 0.970 -0.859 -0.983 1.633 -0.24
C -0.407 -0.044 -0.167 -0.107 1.685 -2.325 -0.22
N 0.203 -0.416 1.065 -1.466 0.580 -1.521 -0.48
O 2.309 0.891 -1.778 0.078 -2.015 0.164 -0.45
O 1.914 -0.567 2.636 -0.452 -0.403 1.053 -0.54
H 2.926 -1.020 -1.639 2.654 -2.160 -0.031 0.13
H -1.761 0.042 1.669 -0.081 -0.100 -0.704 0.22
H -1.448 -1.665 1.045 -0.435 0.533 -0.527 0.21
H -0.137 -0.692 -1.044 -0.536 0.470 1.083 0.22
H -0.516 1.091 -0.562 0.327 -2.604 1.586 0.22
```
Positions in Å, forces in eV/Å.

E_LUMO (spin up / spin down)   0.00 / 0.38 eV
Multiplicity   1
Orbital gap (spin up / spin down)   6.98 / 8.87 eV
Charge   0
E   -9807.889 eV

---

> Among the records above, which one has the lowest E?

C39H78O39

---

> Number 1 is which compound?

C3H7NORb